(1)
Below is a structure of composition C18H35AsBrInNP2S2SbSe4, with properties calculated with ωB97M-V with the def2-TZVPD basis set.

The geometry in XYZ format:
```
66
Properties=species:S:1:pos:R:3:nbo_charge:R:1
Sb -4.714 -1.580 -0.579 0.7134
In -1.822 0.367 -0.585 1.0687
Br 0.839 6.864 2.157 -0.0009
Se -4.989 -0.808 -2.874 -0.9032
Se -2.193 -2.166 -0.444 -0.8016
Se -3.807 0.474 2.674 -0.7170
Se -4.243 0.854 0.404 -0.2683
As -0.214 -1.861 3.244 0.9376
S -1.489 1.850 -2.531 -0.3211
S 0.202 1.260 0.459 -0.2991
P 1.562 -2.495 -0.032 0.8897
P 0.224 -1.165 -2.909 0.9051
N -2.159 3.681 0.542 -0.4051
C 0.556 3.629 -2.960 -0.6463
C 0.672 2.358 -0.838 -0.1968
C -1.607 4.576 -0.267 0.0757
C -0.713 5.553 0.160 -0.3317
C -0.398 5.567 1.502 -0.0221
C -1.827 3.715 1.830 0.0774
C 0.847 -3.119 4.353 -0.9702
C 0.017 2.598 -1.986 -0.2145
C 3.203 -2.609 0.815 -0.9440
C 1.441 -0.363 -4.046 -0.9547
C -0.650 -0.646 4.721 -0.9642
C 1.000 -2.844 -2.777 -0.7275
C 0.936 -4.172 0.426 -0.9528
C -1.870 -2.902 3.304 -0.9677
C -0.954 4.653 2.372 -0.3157
C 2.148 -2.864 -1.758 -0.7127
C -1.092 -1.559 -4.123 -0.9624
C 1.948 3.115 -0.531 -0.6410
H 1.445 3.264 -3.487 0.2009
H -1.519 -0.622 -4.480 0.2502
H 2.507 2.610 0.255 0.2182
H -2.278 2.945 2.451 0.2433
H -1.891 -2.103 -3.616 0.2673
H 0.246 -0.104 5.029 0.2070
H 1.665 -4.960 0.211 0.1913
H -2.084 -3.239 4.322 0.1883
H 1.800 -2.664 4.630 0.2072
H 1.630 -0.961 -4.944 0.1918
H 0.838 4.556 -2.452 0.1964
H 3.806 -1.738 0.550 0.2219
H 0.307 -3.394 5.262 0.1979
H 3.749 -3.521 0.551 0.1917
H 2.590 3.199 -1.411 0.1966
H -0.713 4.644 3.425 0.2231
H 1.343 -3.179 -3.763 0.1948
H 1.033 0.607 -4.336 0.2380
H -0.278 6.256 -0.536 0.2207
H 1.727 4.131 -0.181 0.2027
H -0.201 3.865 -3.708 0.2178
H 0.200 -3.522 -2.464 0.2310
H -1.789 -3.757 2.633 0.2206
H -0.717 -2.145 -4.969 0.1885
H -2.675 -2.260 2.947 0.2747
H -1.058 -1.193 5.574 0.1938
H 3.045 -2.583 1.895 0.2269
H 2.677 -3.826 -1.774 0.1931
H -1.892 4.508 -1.314 0.2129
H -1.384 0.072 4.351 0.2584
H 0.005 -4.364 -0.110 0.2469
H 0.693 -4.179 1.494 0.2243
H 1.056 -4.025 3.778 0.2091
H 2.383 -0.189 -3.521 0.2163
H 2.880 -2.090 -2.014 0.2097
```

Computed properties:
HOMO level = -1.40 eV
Maximum force = 0.2 eV Å⁻¹
Spin multiplicity = 1
HOMO-LUMO gap = 5.084 eV
Energy above the lowest of the compared OMol25 structures with the same formula, charge and spin = 0.0 kcal per mole
E_tot = -17086.8129 a.u.
Total charge = -2
LUMO = 3.69 eV



(2)
Below is a structure of composition C18H35BBaF4NO8, with properties calculated with ωB97M-V with the def2-TZVPD basis set.

The geometry in XYZ format:
```
68
Properties=species:S:1:pos:R:3:nbo_charge:R:1
Ba 4.583 1.049 -2.211 1.9499
F 2.579 2.588 0.497 -0.5768
F 0.291 2.757 0.622 -0.5615
F 1.225 1.228 -0.767 -0.5979
F 1.409 0.972 1.237 -0.5406
O -4.574 -0.243 -1.433 -0.5663
O -6.837 0.382 1.372 -0.5618
O -1.993 -3.402 8.288 -0.3786
O 3.764 -2.148 -1.394 -0.6008
O 4.968 -0.847 0.679 -0.5985
O 2.745 1.535 -5.354 -0.5941
O 1.714 3.690 -4.049 -0.5462
O -3.900 -2.464 8.153 -0.3690
N -2.782 -2.653 7.720 0.5180
C 1.826 2.429 -5.983 -0.0840
C -1.770 -0.199 4.394 -0.1664
C 3.057 0.483 -6.271 -0.2540
C -7.113 -0.739 2.302 -0.2517
C 1.891 4.836 -3.223 -0.2754
C 4.041 -2.928 -0.220 -0.0847
C -2.420 -1.839 6.559 0.0268
C -6.698 -0.064 -0.039 -0.0797
C -3.091 -0.168 4.892 -0.2081
C -3.134 -0.445 -1.549 -0.2537
C -3.392 -0.945 6.020 -0.1820
C -1.132 -1.929 5.985 -0.1937
C 5.241 -2.229 0.486 -0.0751
C -0.843 -1.154 4.887 -0.2151
C 1.970 3.841 -5.372 -0.0772
C 2.701 -2.751 -2.120 -0.2711
C 5.947 -0.108 1.508 -0.2675
C -5.087 -0.174 -0.119 -0.0758
B 1.405 1.927 0.411 1.2910
H -8.168 -1.011 2.264 0.1860
H 3.580 0.902 -7.130 0.1859
H -7.083 -1.061 -0.253 0.1747
H 2.847 5.349 -3.326 0.1651
H 2.448 -2.195 -3.022 0.1815
H -3.023 -1.476 -1.213 0.1677
H 1.787 -2.639 -1.537 0.2017
H 5.439 -2.648 1.472 0.1981
H -4.435 -0.838 6.278 0.2494
H 5.981 -0.633 2.462 0.2088
H 3.701 -0.229 -5.756 0.1567
H -1.630 0.280 3.436 0.2273
H 2.222 -0.112 -6.641 0.1983
H 1.074 5.547 -3.350 0.1929
H 5.573 0.905 1.658 0.2084
H 1.166 4.506 -5.686 0.1858
H -4.568 -0.959 0.430 0.1564
H -0.312 -2.520 6.369 0.2443
H -4.760 0.769 0.318 0.1675
H 2.914 4.302 -5.663 0.1594
H -2.832 -0.375 -2.594 0.1866
H 3.197 -3.256 0.386 0.2144
H 6.928 0.011 1.048 0.1657
H -2.531 0.283 -1.006 0.1856
H -6.371 -1.486 2.019 0.1732
H 2.023 2.419 -7.055 0.1851
H 0.022 -1.444 4.309 0.2186
H -7.111 0.625 -0.777 0.2026
H 1.716 4.492 -2.204 0.2178
H -3.809 0.451 4.375 0.2275
H 2.815 -3.800 -2.392 0.1936
H 0.806 2.135 -5.732 0.1994
H 6.152 -2.313 -0.107 0.1627
H 4.484 -3.853 -0.590 0.1830
H -6.837 -0.414 3.305 0.1899
```

Computed properties:
HOMO level = -10.69 eV
Maximum force = 7.6 eV Å⁻¹
Spin multiplicity = 1
HOMO-LUMO gap = 5.266 eV
Energy above the lowest of the compared OMol25 structures with the same formula, charge and spin = 0.0 kcal per mole
E_tot = -1813.0073 a.u.
Total charge = +1
LUMO = -5.43 eV



(3)
Below is a structure of composition C18H35BCuF4NO6S, with properties calculated with ωB97M-V with the def2-TZVPD basis set.

The geometry in XYZ format:
```
67
Properties=species:S:1:pos:R:3:nbo_charge:R:1
Cu -3.528 -22.626 1.719 0.7072
S -1.289 -27.783 -1.423 2.0575
F -4.719 -19.859 -1.114 -0.5828
F -4.919 -20.718 -3.145 -0.5652
F -6.653 -20.041 -2.054 -0.5745
F -5.634 -21.935 -1.390 -0.5802
O 2.239 -18.562 0.188 -0.4867
O -3.581 -21.245 5.697 -0.8380
O 0.624 -19.831 1.051 -0.5665
O -0.421 -28.687 -0.615 -0.9348
O -1.539 -26.422 -0.937 -0.8989
O -6.563 -27.196 3.720 -0.8150
N -7.355 -27.936 4.728 -0.2203
C -8.793 -27.495 4.736 0.1055
C -9.272 -29.617 6.150 -0.3864
C -8.846 -25.959 4.924 -0.6187
C -7.045 -29.390 4.860 0.0943
C -7.414 -30.364 3.714 -0.6509
C -5.533 -29.585 5.199 -0.5857
C -0.757 -27.775 -3.242 -0.6169
C -3.637 -19.949 6.204 -0.2506
C -9.515 -28.074 5.938 -0.3934
C 1.685 -16.435 0.824 -0.4345
C -7.750 -29.921 6.105 -0.3894
C -2.919 -28.987 -3.342 -0.4096
C 0.465 -17.384 0.993 -0.5337
C 2.523 -17.163 -0.139 -0.0657
C -1.494 -28.910 -3.886 -0.4165
C 1.078 -18.731 0.768 0.7815
C -2.836 -28.772 -1.806 -0.6392
C -9.686 -27.947 3.516 -0.6529
B -5.466 -20.671 -1.932 1.3038
H -3.704 -19.318 5.318 0.1311
H -6.815 -31.274 3.744 0.1864
H -9.790 -30.157 5.358 0.1793
H 1.409 -15.462 0.418 0.2167
H -7.768 -31.011 6.110 0.1812
H -10.215 -28.900 3.516 0.1825
H -5.219 -29.029 6.082 0.2077
H -0.281 -17.258 0.208 0.2472
H -10.463 -27.208 3.320 0.1917
H -10.590 -27.917 5.846 0.1827
H -3.312 -29.984 -3.537 0.2213
H -1.458 -28.961 -4.974 0.2204
H -2.752 -19.705 6.791 0.0966
H -5.323 -30.606 5.518 0.1691
H -1.173 -26.876 -3.696 0.2362
H 3.590 -16.986 -0.003 0.1902
H -8.224 -25.468 5.673 0.2236
H 2.293 -16.955 -1.184 0.1805
H -8.449 -30.672 3.568 0.1906
H -4.835 -29.326 4.403 0.2246
H -8.459 -25.419 4.060 0.2394
H -9.083 -27.997 2.609 0.2274
H -7.151 -29.984 2.727 0.2235
H -0.964 -29.828 -3.634 0.2026
H 2.288 -16.290 1.720 0.2121
H -3.542 -28.276 -3.884 0.2181
H -9.249 -27.549 6.855 0.1926
H -3.647 -28.194 -1.364 0.2624
H -7.368 -29.558 7.059 0.1965
H -4.498 -19.811 6.859 0.1066
H 0.326 -27.896 -3.277 0.2440
H -9.637 -29.987 7.108 0.1824
H -0.092 -17.408 1.930 0.2587
H -2.812 -29.669 -1.186 0.2526
H -9.792 -25.456 5.127 0.1788
```

Computed properties:
HOMO level = -0.26 eV
Maximum force = 3.5 eV Å⁻¹
Spin multiplicity = 1
HOMO-LUMO gap = 2.290 eV
Energy above the lowest of the compared OMol25 structures with the same formula, charge and spin = 94.2 kcal per mole
E_tot = -3675.9571 a.u.
Total charge = -2
LUMO = 2.03 eV